Here is one molecule with the formula C26H24ClN3O2S at a distorted geometry from the Open Molecules 2025 dataset. Energies are from the ωB97M-V functional and the def2-TZVPD basis.

Computed properties:
Molecular weight: 478.0 g mol⁻¹
LUMO level: -0.48 eV
E: -59272.09493 eV
Largest force on an atom: 0.0512 Eh/bohr
Gap between HOMO and LUMO: 7.43 eV

Structure (XYZ):
```
57
C26H24ClN3O2S, DFT the ωB97M-V functional and the def2-TZVPD basis
C -0.00759 4.95927 -3.25915
N 0.05976 4.75978 -1.82722
C 0.45319 5.92956 -1.08087
C 0.05245 3.48942 -1.25440
C 1.20028 3.03426 -0.59461
C 1.23296 1.73266 -0.12649
C 0.10053 0.91497 -0.17236
C 0.29287 -0.54304 0.27906
C 0.76292 -0.64764 1.71144
C 1.46675 0.27636 2.46199
N 1.83969 -0.27793 3.65660
C 2.63837 0.38528 4.67471
C 1.32259 -1.56493 3.74557
C 1.39858 -2.48170 4.79498
C 0.69457 -3.69161 4.63147
C -0.05718 -3.94092 3.47047
C -0.08684 -3.02335 2.40709
C 0.62051 -1.83900 2.53752
C 1.29903 -1.13974 -0.69975
Cl 2.62276 -2.01125 0.02007
S 0.88272 -2.28007 -2.36325
O 1.33694 -3.63559 -2.21939
O 1.39320 -1.46456 -3.45300
C -0.91879 -2.42807 -2.63803
C -1.50807 -3.68112 -2.60088
C -2.89255 -3.74489 -2.49754
C -3.64426 -2.56502 -2.46068
C -5.06579 -2.61142 -2.19407
N -6.21122 -2.64162 -1.95162
C -3.02703 -1.32221 -2.68061
C -1.64359 -1.26290 -2.84151
C -1.08697 1.39504 -0.75358
C -1.08974 2.64934 -1.37585
H -0.21247 3.99583 -3.73896
H -0.80686 5.67818 -3.49858
H 0.94907 5.36413 -3.63717
H 0.40966 5.70812 -0.01222
H 1.46892 6.26366 -1.33565
H -0.22930 6.76179 -1.30092
H 2.09768 3.65234 -0.53832
H 2.15877 1.30431 0.27371
H -0.68073 -1.04653 0.24463
H 1.71942 1.30827 2.21789
H 2.81310 -0.34778 5.47258
H 3.58698 0.73536 4.22675
H 2.09721 1.25543 5.08709
H 1.99731 -2.25243 5.67066
H 0.70544 -4.43389 5.42883
H -0.60630 -4.88186 3.42150
H -0.66005 -3.19896 1.48609
H 1.74248 -0.42759 -1.39057
H -0.90514 -4.57719 -2.60663
H -3.37704 -4.71278 -2.40982
H -3.60807 -0.39555 -2.69555
H -1.13958 -0.31924 -3.05506
H -2.00517 0.79012 -0.73768
H -1.94642 3.04887 -1.91873
```

These are the Mulliken partial charges, in e, on atoms 1 to 5: -1.008, 0.160, -1.138, 0.010, -0.936

Here is C26H24ClN5O4Pt as an isolated structure at a distorted geometry from the Open Molecules 2025 dataset. Energies are from the ωB97M-V functional and the def2-TZVPD basis.

Computed properties:
Molecular weight: 701.0 g mol⁻¹
Charge: +2
LUMO level: -6.58 eV
E: -58748.54474 eV
Largest force on an atom: 0.0228 Eh/bohr
Gap between HOMO and LUMO: 6.71 eV

Structure (XYZ):
```
61
C26H24ClN5O4Pt, DFT the ωB97M-V functional and the def2-TZVPD basis
Pt 0.03160 0.16195 0.29571
Cl 6.32476 -3.36916 0.24419
C 5.01260 -2.25772 0.15805
C 5.23017 -0.89836 0.38153
C 4.17993 -0.00664 0.33139
C 2.87800 -0.43113 0.05252
O 1.95326 0.53195 -0.03260
C 2.65936 -1.80515 -0.20116
C 1.39186 -2.39491 -0.53461
N 0.27571 -1.76513 -0.64785
C -0.96159 -2.42189 -0.80804
C -1.14624 -3.61738 -1.45348
C -2.41842 -4.21772 -1.51502
C -3.50063 -3.61309 -0.94482
C -3.35675 -2.36108 -0.30215
C -4.45009 -1.67268 0.26426
C -4.26415 -0.44010 0.83138
C -2.98115 0.11166 0.82981
N -1.92945 -0.51254 0.32951
C -2.08133 -1.75936 -0.23771
C 3.74538 -2.69920 -0.13027
H 6.23060 -0.54917 0.59892
H 4.34729 1.04845 0.49884
H 1.38943 -3.47930 -0.63928
H -0.31017 -4.10516 -1.93753
H -2.52980 -5.16105 -2.03111
H -4.48226 -4.06491 -0.99619
H -5.43531 -2.11999 0.22296
H -5.08120 0.11928 1.26267
H -2.80808 1.10206 1.23042
H 3.57824 -3.75264 -0.31634
N -0.36196 -1.25947 4.13933
C -0.20395 -0.54433 3.04745
O 0.24621 -1.09747 1.99873
C -0.54880 0.92274 3.02026
C 0.23071 1.51207 1.85731
H -0.11376 -2.23859 4.14124
H -0.66215 -0.83852 5.00382
H -0.26497 1.40701 3.95852
H -1.63057 1.02342 2.93339
H 1.29762 1.40377 2.04786
H 0.02106 2.55164 1.61793
O 2.28572 4.14812 0.98146
C 1.73927 5.24872 0.27706
N 2.14584 5.32036 -1.10134
C 1.49685 4.77647 -2.16762
O 1.76433 5.02999 -3.31726
C 0.39145 3.78414 -1.88807
C -0.82526 3.93085 -2.53986
C -1.79220 2.95068 -2.37609
C -1.50893 1.85209 -1.59361
N -0.32512 1.71677 -0.97273
C 0.61311 2.66235 -1.11142
H 3.22146 4.31018 1.14572
H 1.99774 6.19095 0.75970
H 0.65910 5.12353 0.33231
H 2.90482 5.93607 -1.35818
H -0.99563 4.79054 -3.17473
H -2.75100 3.01271 -2.86998
H -2.20879 1.03656 -1.50652
H 1.54757 2.50303 -0.59274
```

These are the Mulliken partial charges, in e, on atoms 1 to 5: 2.470, -0.178, -0.079, -0.677, -0.444

Here is one molecule with the formula C26H24ClNO4 from the Open Molecules 2025 dataset. Energies are from the ωB97M-V functional and the def2-TZVPD basis.

Computed properties:
Molecular weight: 449.9 g mol⁻¹
LUMO level: 0.03 eV
E: -49555.74886 eV
Largest force on an atom: 0.0129 Eh/bohr
Gap between HOMO and LUMO: 9.29 eV

Structure (XYZ):
```
56
C26H24ClNO4, DFT the ωB97M-V functional and the def2-TZVPD basis
C 4.49177 -2.87691 1.83850
C 4.61911 -2.48967 0.37106
C 4.20229 -1.08636 0.02918
C 3.84346 -0.14306 0.98479
C 3.43742 1.12739 0.61812
C 3.38437 1.48771 -0.72693
C 2.92805 2.80700 -1.19500
O 3.28666 3.29413 -2.24093
C 1.95826 3.58567 -0.29851
O 1.13834 2.79095 0.55210
C 0.04812 2.24384 0.01523
O -0.28299 2.36049 -1.13492
C -0.73990 1.46516 1.05346
C -0.07948 0.08634 1.32667
C -0.32238 -0.85279 0.18037
C -1.43121 -1.69103 0.18919
C -1.69697 -2.51766 -0.88849
C -0.85419 -2.51866 -1.98710
C 0.25570 -1.69096 -2.00112
C 0.51655 -0.86087 -0.92575
N -2.08547 1.30983 0.56343
C -3.11224 0.95511 1.36868
O -2.99238 0.85677 2.57499
C -4.40581 0.71197 0.66519
C -5.58630 0.99059 1.34772
C -6.81421 0.76396 0.75721
C -6.85979 0.23557 -0.52410
Cl -8.38789 -0.05560 -1.27338
C -5.69401 -0.07245 -1.20932
C -4.46925 0.16833 -0.61462
C 3.78874 0.55695 -1.68930
C 4.18169 -0.70804 -1.31371
H 3.46535 -2.76303 2.18008
H 5.14341 -2.26939 2.46226
H 4.77853 -3.91805 1.96729
H 4.01539 -3.17455 -0.23197
H 5.65851 -2.62147 0.05365
H 3.87426 -0.39433 2.03301
H 3.17715 1.84188 1.38394
H 2.53903 4.23271 0.36527
H 1.33189 4.20275 -0.95161
H -0.75808 2.02869 1.99339
H 0.98811 0.23496 1.49334
H -0.53430 -0.31190 2.23455
H -2.09036 -1.69455 1.04564
H -2.56484 -3.16066 -0.86972
H -1.06130 -3.16283 -2.82883
H 0.91884 -1.68562 -2.85343
H 1.37952 -0.21405 -0.94632
H -2.19709 1.39751 -0.43620
H -5.52290 1.38739 2.34951
H -7.72903 0.98825 1.28268
H -5.74743 -0.49915 -2.19865
H -3.56701 -0.10156 -1.14406
H 3.76235 0.84782 -2.72866
H 4.47395 -1.42452 -2.06783
```

These are the Mulliken partial charges, in e, on atoms 1 to 5: -1.424, -0.140, 0.784, -0.077, -0.477

Here is C26H24CrN5O3S2 as an isolated structure at a distorted geometry from the Open Molecules 2025 dataset. Energies are from the ωB97M-V functional and the def2-TZVPD basis.

Computed properties:
Molecular weight: 570.6 g mol⁻¹
Charge: -1
LUMO level (alpha / beta): 2.43 / 2.43 eV
E: -91030.24332 eV
Expectation value of S²: 6.08
Largest force on an atom: 0.1658 Eh/bohr
Multiplicity: 5
Gap between HOMO and LUMO (alpha / beta): 5.33 / 6.29 eV

Structure (XYZ):
```
61
C26H24CrN5O3S2, DFT the ωB97M-V functional and the def2-TZVPD basis
Cr 0.47140 0.89226 -0.00551
N 1.57978 -2.14893 3.16066
C 2.55131 -2.57257 2.28142
C 3.51505 -3.56905 2.34801
C 4.33387 -3.72123 1.24175
C 4.18991 -2.90620 0.11049
C 3.22942 -1.91360 0.05295
C 2.40223 -1.74551 1.15906
N 1.37379 -0.85628 1.37753
C 0.88939 -1.12059 2.56545
C -0.23701 -0.45993 3.20935
C -0.69523 -0.85076 4.45120
S -1.96337 -0.31447 5.52883
C -1.96950 1.19824 3.13482
N -0.87571 0.61250 2.47249
H 1.40001 -2.53669 4.06675
H 3.62482 -4.20480 3.21752
H 5.09621 -4.48973 1.25053
H 4.84330 -3.06404 -0.73828
H 3.10137 -1.28607 -0.81965
H -0.15746 -1.71535 4.82740
H -2.38053 2.12547 2.75402
O -2.65991 -2.17341 -0.46041
C -2.09469 -1.24082 0.10552
O -1.00574 -0.68162 -0.26183
C -2.84054 -0.65272 1.33703
C -4.16907 -1.09547 1.68162
C -4.78247 -0.70568 2.82415
C -4.35458 0.19094 3.86288
C -3.27399 0.99212 4.06980
C -2.32161 0.37847 1.98224
H -4.66220 -1.76070 0.98679
H -5.76625 -1.12714 3.00680
H -5.09826 0.32718 4.64469
H -3.26581 1.70409 4.88695
H -0.89590 1.10254 1.37832
C -3.43666 3.35825 -1.21216
S -1.70233 2.90371 -0.99309
C -1.11005 3.22680 -2.66519
H -3.91539 2.73318 -1.96655
H -3.53745 4.40965 -1.48395
H -3.93436 3.19146 -0.25774
H -0.94151 4.28875 -2.83906
H -1.82693 2.83775 -3.38991
H -0.18458 2.66994 -2.79766
O 1.53988 2.15863 0.45035
N 3.52656 1.47067 -2.96873
C 2.80503 1.46112 -1.81282
N 1.64893 0.86991 -1.96598
C 1.59375 0.45968 -3.28605
C 0.58862 -0.22367 -3.96747
C 0.79971 -0.49418 -5.30565
C 1.98079 -0.10303 -5.95683
C 2.98899 0.56792 -5.28838
C 2.77064 0.83903 -3.94235
H 4.43423 1.88207 -3.08313
H 3.03939 1.91390 -0.84818
H -0.30833 -0.53262 -3.44412
H 0.04229 -1.02612 -5.86674
H 2.10683 -0.33659 -7.00642
H 3.89991 0.86333 -5.79355
```

These are the Mulliken partial charges, in e, on atoms 1 to 5: 0.136, -0.037, 0.544, -1.162, -0.352